Record 1
ORCA calculation (wB97M-V/def2-TZVPD) on a cluster of 17 separate species, H34O17 in total.

```
! RIJCOSX wB97M-V def2-TZVPD def2/J DEFGRID3
* xyz 0 1
O -3.994 0.584 -0.711
O 2.374 -1.531 -1.910
O -2.407 3.077 -2.930
O -0.034 -2.969 -1.404
O 5.741 0.999 -0.199
O -1.854 -3.114 2.683
O 2.020 -2.729 3.445
O -0.753 -0.519 3.847
O 3.750 2.367 3.906
O 2.515 0.970 -4.007
O -3.308 -2.847 -1.340
O -2.026 3.727 0.681
O 2.624 1.739 -0.219
O -0.439 1.602 -4.500
O -2.378 -1.249 0.336
O 0.482 -0.099 0.506
O -2.080 1.676 2.037
H -0.430 -0.356 0.015
H -2.116 1.410 2.993
H -4.683 0.485 -1.547
H 2.675 2.190 0.612
H -0.953 -3.159 -1.612
H 3.787 2.489 2.976
H -0.181 0.247 3.756
H -3.158 -3.666 -1.752
H -2.119 -0.890 1.138
H -3.308 -1.156 0.157
H -2.341 -2.482 -1.115
H 3.086 2.993 4.128
H 0.486 1.375 -4.134
H 5.743 0.476 0.569
H 2.420 -3.483 2.886
H 1.947 -1.064 -1.203
H -2.249 -2.587 3.387
H -1.731 2.283 -2.917
H -0.510 0.982 -5.161
H -2.404 -3.873 2.640
H 1.860 -2.237 -2.425
H -3.492 -0.258 -1.014
H 0.789 -0.972 0.687
H 6.243 0.358 -0.804
H 1.946 1.074 -0.221
H -1.432 3.329 0.096
H -1.221 1.334 1.848
H 1.674 -2.256 2.708
H 1.868 1.633 -4.370
H -0.282 -1.236 3.635
H -2.696 3.295 -2.049
H 2.629 1.452 -3.159
H -2.130 3.136 1.346
H 0.045 -2.550 -2.317
*
```

## Properties
- Electronic energy: -35355.44973 eV
- Gap between HOMO and LUMO: 10.002 eV
- Largest force on an atom: 5.8 eV Å⁻¹
- LUMO: -0.0211 Ha

***

Record 2
ORCA calculation (wB97M-V/def2-TZVPD) on a structure of composition C52H44BrIrN3OP2S.

```
! RIJCOSX wB97M-V def2-TZVPD def2/J DEFGRID3
* xyz 1 1
Ir 0.992 -0.691 0.351
Br 1.389 -8.196 -0.044
S 3.279 -0.157 -0.407
P -1.232 -1.211 0.592
P 0.685 2.410 -1.377
O 0.390 1.275 -0.411
N 4.639 -1.970 1.303
N 1.799 0.261 2.168
N 1.549 -2.295 1.440
C -0.828 3.248 -1.862
C 1.501 -3.694 1.080
C -2.261 -2.420 4.926
C 1.453 -6.370 0.430
C -1.620 -4.524 -2.514
C 1.578 3.771 -0.589
C -2.941 0.110 -1.263
C -2.580 -3.272 3.881
C 2.225 -5.495 -0.320
C -3.632 0.172 1.041
C 2.853 -0.361 4.227
C -0.818 4.143 -2.934
C -2.703 -4.314 -1.663
C 2.256 -4.153 0.011
C -1.939 3.176 -1.029
C -1.927 4.932 -3.185
C -0.484 -3.740 -2.413
C 2.029 -2.050 2.606
C 2.197 -0.675 3.048
C 1.062 4.238 0.623
C 2.972 1.681 -2.745
C -2.035 -0.279 -2.392
C -1.678 -1.192 4.657
C -2.668 -0.162 0.087
C -1.687 -1.671 2.300
C 0.781 -1.790 -1.400
C 3.130 0.968 4.497
C 2.782 1.923 3.555
C -1.408 -0.781 3.354
C -5.079 1.077 -0.635
C 2.130 1.525 2.399
C 1.590 5.367 1.223
C -1.452 -2.595 -0.546
C 3.676 1.198 -3.836
C 0.750 -5.926 1.536
C -3.042 3.981 -1.276
C 3.125 5.619 -0.610
C -3.039 4.852 -2.354
C 1.596 1.897 -2.836
C -0.918 0.630 3.139
C 2.630 6.055 0.608
C 4.115 -1.217 0.595
C -4.820 0.797 0.695
C 0.939 1.633 -4.038
C 1.647 1.153 -5.128
C -2.624 -3.340 -0.687
C -0.390 -2.744 -1.440
C 3.014 0.933 -5.026
C 0.788 -4.580 1.868
C -2.279 -2.900 2.580
C -4.143 0.730 -1.592
C 2.595 4.486 -1.214
H -3.602 -4.906 -1.770
H 1.708 -2.340 -1.559
H -1.769 1.310 3.059
H 0.720 -1.107 -2.257
H -2.267 0.320 -3.271
H 0.180 -6.622 2.137
H -0.317 0.960 3.987
H -3.045 -4.230 4.074
H 0.057 4.233 -3.567
H -3.905 3.920 -0.626
H -0.122 1.810 -4.127
H -3.901 5.476 -2.548
H -2.484 -3.594 1.776
H -1.677 -5.294 -3.273
H 2.810 -5.863 -1.151
H -3.479 -0.076 2.079
H -1.921 5.617 -4.022
H 0.250 -4.222 2.730
H -1.944 2.491 -0.190
H 1.181 5.722 2.160
H 3.641 1.249 5.407
H 3.015 2.969 3.698
H 3.166 -1.150 4.897
H -4.344 0.941 -2.636
H 3.922 6.162 -1.098
H -2.474 -2.704 5.949
H 3.499 1.883 -1.822
H -2.177 -1.328 -2.663
H 3.565 0.557 -5.878
H -6.007 1.550 -0.929
H -0.333 0.744 2.227
H 0.230 3.721 1.090
H 1.131 0.953 -6.058
H -5.542 1.040 1.464
H 4.740 1.025 -3.752
H 2.980 4.169 -2.173
H 2.373 -2.866 3.231
H 0.339 -3.885 -3.103
H -0.986 -0.142 -2.141
H 2.902 -3.476 -0.531
H 3.040 6.942 1.073
H -3.476 -3.147 -0.044
H -1.449 -0.518 5.474
H 1.870 2.229 1.626
*
```

## Properties
- Electronic energy: -163449.52723 eV
- Gap between HOMO and LUMO: 7.516 eV
- Largest force on an atom: 1.2 eV Å⁻¹
- LUMO: -0.1155 Ha

***

Record 3
ORCA calculation (wB97M-V/def2-TZVPD) on a structure of composition C40H54CsGeN4O10P3S.

```
! RIJCOSX wB97M-V def2-TZVPD def2/J DEFGRID3
* xyz -1 2
Cs 0.581 -0.036 2.127
Ge -0.019 -3.176 1.435
S -2.679 -0.486 2.594
P -0.834 -0.088 -2.854
P 3.301 0.407 -0.053
P 2.150 3.149 1.366
O -0.422 0.076 4.339
O 1.572 3.434 -0.124
O 0.043 5.730 6.013
O 1.110 2.470 2.212
O 2.469 -0.617 0.629
O 2.806 4.409 1.810
O 2.540 0.994 -1.344
O -0.385 6.910 3.593
O -0.076 0.504 -1.709
O 4.722 0.169 -0.485
N 4.406 2.759 -0.022
N -1.345 1.001 4.392
N -1.662 3.933 0.180
N 0.331 4.783 3.855
C -1.525 -5.680 -1.178
C 1.957 -5.304 1.854
C -2.775 -0.737 -1.039
C -4.592 -1.666 -2.927
C -0.223 5.771 3.143
C -0.374 6.338 0.740
C -1.491 1.992 -6.340
C -0.737 6.023 -0.555
C -1.121 0.975 -5.467
C 2.187 -1.917 -4.798
C 1.856 -3.840 1.424
C -1.301 4.247 1.429
C 1.406 -1.011 -4.101
C -2.434 -0.752 -2.385
C 0.937 5.086 5.134
C -2.080 3.095 5.286
C -2.086 3.388 -4.470
C -1.892 -6.310 0.164
C -4.923 -1.660 -1.573
C -3.442 1.909 3.718
C -0.351 -4.702 -1.111
C -0.408 -2.604 -4.061
C -4.023 -1.190 -0.630
C -1.231 1.167 -4.093
C -0.644 5.430 1.748
C 3.531 1.986 0.964
C 3.399 -5.773 2.039
C -2.486 0.878 3.619
C 0.099 -1.349 -3.737
C -1.970 3.195 -5.843
C -3.252 3.003 4.531
C -1.162 2.083 5.193
C -3.354 -1.202 -3.338
C -1.721 2.377 -3.596
C -0.692 -3.366 -0.423
C 3.493 -7.263 2.357
C 0.380 -3.508 -4.763
C 1.671 -3.163 -5.135
C -1.366 4.809 -0.781
C 4.357 1.688 2.214
H 1.471 -5.952 1.116
H 4.979 2.020 -0.477
H -5.897 -2.016 -1.259
H -2.122 -5.546 0.907
H -1.860 3.945 5.916
H 0.122 7.269 0.983
H -2.761 -6.965 0.070
H 0.869 2.816 -0.371
H -1.650 4.527 -1.790
H -4.329 1.800 3.110
H 1.228 4.143 5.590
H -0.529 6.697 -1.376
H 3.967 -5.550 1.130
H -1.572 3.536 2.205
H -1.283 -6.470 -1.896
H -0.744 -4.279 2.260
H -0.018 -4.501 -2.131
H -0.739 0.038 -5.856
H 1.599 0.709 -1.435
H 3.793 3.204 -0.709
H -2.398 -5.150 -1.576
H 2.919 -7.505 3.255
H 4.946 3.474 0.460
H 3.707 1.268 2.983
H 4.786 2.610 2.617
H 1.812 -0.047 -3.814
H -4.269 -1.163 0.426
H -0.230 2.067 5.739
H 1.832 5.692 4.971
H 3.087 -7.861 1.535
H 0.496 -5.193 -0.619
H 0.616 3.924 3.385
H -1.769 -3.186 -0.429
H 3.202 -1.656 -5.071
H -2.466 4.327 -4.084
H 5.148 0.967 2.001
H 2.284 -3.873 -5.677
H 4.525 -7.578 2.523
H -2.066 -0.369 -0.310
H 3.859 -5.192 2.844
H -1.403 1.844 -7.410
H -0.013 -4.488 -5.006
H 2.463 -3.210 2.080
H -0.297 6.482 5.505
H -1.408 -2.883 -3.753
H 2.243 -3.678 0.413
H -1.810 2.508 -2.522
H -1.060 -6.905 0.553
H 1.411 -5.454 2.791
H -5.306 -2.022 -3.660
H -3.997 3.789 4.575
H -2.254 3.986 -6.526
H -3.103 -1.180 -4.393
H -0.233 -2.534 -0.966
*
```

## Properties
- Electronic energy: -164565.45196 eV
- Gap between HOMO and LUMO (alpha / beta): 6.160 / 6.155 eV
- Largest force on an atom: 2.6 eV Å⁻¹
- LUMO (alpha / beta): 0.0717 / 0.0716 Ha

***

Record 4
ORCA calculation (wB97M-V/def2-TZVPD) on a structure of composition C4H6CsFO4.

```
! RIJCOSX wB97M-V def2-TZVPD def2/J DEFGRID3
* xyz 0 1
Cs -1.962 -0.481 -2.126
F 3.634 1.815 0.055
O 3.018 -0.281 -0.464
O -1.339 1.384 0.528
O 1.178 -1.565 -0.425
O 1.947 -0.578 1.436
C -2.004 1.564 1.713
C 3.744 0.507 0.437
C 3.052 0.260 1.778
C 1.925 -0.801 0.133
H 2.675 1.193 2.210
H 4.804 0.236 0.388
H -2.321 0.606 2.196
H -1.394 2.088 2.490
H -2.935 2.176 1.624
H 3.691 -0.275 2.488
*
```

## Properties
- Electronic energy: -15698.92053 eV
- Gap between HOMO and LUMO: 5.034 eV
- Largest force on an atom: 2.3 eV Å⁻¹
- LUMO: -0.0227 Ha

***

> The highest electronic energy belongs to which entry?

C4H6CsFO4

***

> largest force on an atom of number 2 (C52H44BrIrN3OP2S)?

1.2 eV Å⁻¹

***

> Look up the largest force on an atom of the third one.

2.6 eV Å⁻¹